{"formula": "C71H165N13O15", "method": "ωB97M-V/def2-TZVPD", "elements": ["C", "O", "N", "N", "H", "H", "H", "H", "C", "O", "N", "N", "H", "H", "H", "H", "C", "O", "N", "N", "H", "H", "H", "H", "C", "C", "C", "C", "C", "C", "N", "O", "C", "C", "C", "H", "H", "H", "H", "H", "H", "H", "H", "H", "H", "H", "H", "H", "H", "H", "H", "H", "H", "H", "C", "C", "C", "C", "C", "C", "N", "O", "C", "C", "C", "H", "H", "H", "H", "H", "H", "H", "H", "H", "H", "H", "H", "H", "H", "H", "H", "H", "H", "H", "C", "C", "C", "C", "C", "C", "N", "O", "C", "C", "C", "H", "H", "H", "H", "H", "H", "H", "H", "H", "H", "H", "H", "H", "H", "H", "H", "H", "H", "H", "C", "C", "C", "C", "C", "C", "N", "O", "C", "C", "C", "H", "H", "H", "H", "H", "H", "H", "H", "H", "H", "H", "H", "H", "H", "H", "H", "H", "H", "H", "C", "C", "C", "C", "C", "C", "N", "O", "C", "C", "C", "H", "H", "H", "H", "H", "H", "H", "H", "H", "H", "H", "H", "H", "H", "H", "H", "H", "H", "H", "C", "C", "C", "C", "C", "C", "N", "O", "C", "C", "C", "H", "H", "H", "H", "H", "H", "H", "H", "H", "H", "H", "H", "H", "H", "H", "H", "H", "H", "H", "C", "C", "C", "C", "C", "C", "N", "O", "C", "C", "C", "H", "H", "H", "H", "H", "H", "H", "H", "H", "H", "H", "H", "H", "H", "H", "H", "H", "H", "H", "C", "O", "H", "H", "H", "H", "C", "O", "H", "H", "H", "H", "C", "O", "H", "H", "H", "H", "C", "O", "H", "H", "H", "H", "C", "O", "H", "H", "H", "H"], "positions_angstrom": [[1.392450, -23.540661, 20.793357], [1.338432, -23.917274, 19.647296], [1.548986, -24.482702, 21.778488], [1.062109, -22.277895, 21.081969], [1.574543, -25.366910, 21.281463], [0.850317, -24.432666, 22.518850], [1.605906, -21.890691, 21.846844], [1.097417, -21.680002, 20.270546], [9.138328, -21.439973, 23.344177], [9.587970, -20.308124, 23.215719], [9.507418, -22.370876, 22.403819], [8.252154, -21.681768, 24.346763], [9.854500, -21.958444, 21.538629], [9.024697, -23.246585, 22.411745], [8.032756, -20.831802, 24.825053], [7.552198, -22.428389, 24.283964], [-0.934010, -19.246951, 23.232318], [-0.998171, -18.034339, 23.125481], [0.040264, -19.781548, 23.978690], [-1.889791, -19.922817, 22.710511], [-0.104222, -20.578653, 24.572021], [0.568297, -19.101410, 24.492815], [-1.714587, -20.849216, 22.320945], [-2.475265, -19.251462, 22.241524], [1.495764, -10.561019, 20.577898], [3.015434, -10.715002, 20.753012], [3.188266, -11.536010, 22.054957], [4.626986, -12.129249, 22.210712], [4.908762, -12.971685, 21.013932], [4.865515, -12.272191, 19.665539], [3.484665, -11.623299, 19.656588], [3.310897, -11.006013, 18.398180], [5.984029, -11.246905, 19.435705], [4.897276, -13.372184, 18.612039], [3.773589, -9.442721, 20.843189], [1.037370, -11.565100, 20.587699], [1.277310, -9.978414, 19.679847], [1.154438, -10.038875, 21.462479], [2.991921, -10.793304, 22.822544], [2.438923, -12.331367, 22.032610], [4.749062, -12.715363, 23.141159], [5.339667, -11.279624, 22.268948], [4.185206, -13.782838, 20.892695], [5.867211, -13.483460, 21.134171], [6.450088, -10.965934, 20.362056], [6.698402, -11.623879, 18.696055], [5.534687, -10.393517, 18.947572], [4.046304, -14.046050, 18.667303], [5.005575, -12.865194, 17.666086], [5.813035, -13.919870, 18.778915], [4.809376, -9.625921, 21.119927], [3.256686, -8.845074, 21.612261], [3.757540, -8.949188, 19.879776], [2.578991, -11.479609, 17.975035], [2.161960, -16.795222, 23.716570], [3.476201, -17.624435, 23.620560], [4.097615, -17.341977, 25.034409], [5.278303, -18.221280, 25.384896], [4.900232, -19.670410, 25.269802], [4.287311, -20.039433, 23.886613], [3.200164, -19.042811, 23.540194], [2.326752, -19.509956, 22.407959], [5.333067, -20.107096, 22.779354], [3.650764, -21.364766, 24.029083], [4.397361, -17.169725, 22.485676], [2.533007, -15.797724, 23.814677], [1.627914, -17.222686, 24.544324], [1.623685, -16.914539, 22.767568], [4.294402, -16.250424, 25.065267], [3.251999, -17.577496, 25.695194], [5.542735, -18.003264, 26.436155], [6.172246, -18.060872, 24.758179], [4.217550, -20.021513, 26.033050], [5.780758, -20.334813, 25.324722], [5.807381, -21.090955, 22.706879], [4.813457, -19.879550, 21.839110], [6.074333, -19.323677, 23.016930], [3.324031, -21.789263, 23.066120], [4.247607, -22.114630, 24.545026], [2.762533, -21.148574, 24.638077], [3.992625, -17.681011, 21.607701], [5.441077, -17.468714, 22.613208], [4.297687, -16.096161, 22.235934], [1.440045, -19.487983, 22.828192], [7.740666, -17.612289, 20.587704], [9.059212, -17.241581, 19.893700], [8.966081, -15.614333, 19.737831], [10.368605, -15.058792, 19.371177], [11.346457, -15.487811, 20.421017], [11.540013, -16.989427, 20.540513], [10.200718, -17.507250, 20.827528], [10.245080, -18.998662, 20.971158], [12.251923, -17.611075, 19.308540], [12.405018, -17.151423, 21.709361], [9.149995, -17.922015, 18.520370], [7.768516, -18.695368, 20.676154], [7.005325, -17.332066, 19.814747], [7.593098, -17.134314, 21.562381], [8.239907, -15.428739, 18.914781], [8.495613, -15.153058, 20.645684], [10.313500, -13.974996, 19.286169], [10.746090, -15.455994, 18.419183], [11.007434, -15.195315, 21.413174], [12.360215, -15.093628, 20.323049], [11.783877, -17.341814, 18.391216], [13.320626, -17.391713, 19.292340], [12.077573, -18.690414, 19.448580], [12.060066, -16.589302, 22.582179], [12.468700, -18.218126, 21.901516], [13.403139, -16.826355, 21.411812], [9.825970, -17.430117, 17.829947], [8.194845, -18.067950, 17.994187], [9.509089, -18.940223, 18.713313], [10.006698, -19.307111, 21.861668], [-4.521778, -13.224342, 24.782620], [-3.148420, -13.786379, 24.468178], [-3.174943, -13.984592, 22.925578], [-1.785720, -14.100368, 22.373316], [-0.958161, -12.900382, 22.692024], [-0.858152, -12.747535, 24.213517], [-2.225626, -12.700535, 24.681607], [-2.153293, -12.339317, 26.141072], [-0.036352, -13.893494, 24.961305], [-0.177515, -11.395615, 24.445517], [-2.862114, -15.068638, 25.293437], [-4.663709, -12.349324, 24.162047], [-4.474984, -12.850214, 25.807279], [-5.237002, -14.053261, 24.726199], [-3.769659, -14.902340, 22.822356], [-3.736296, -13.190478, 22.456363], [-1.857809, -14.192828, 21.278309], [-1.348198, -15.025975, 22.694482], [-1.315800, -12.020231, 22.159122], [0.063077, -13.096630, 22.362568], [1.048636, -13.681775, 24.981328], [-0.471648, -13.980087, 25.938980], [-0.200201, -14.838055, 24.457670], [0.016697, -11.259342, 25.515672], [0.732061, -11.385239, 23.844565], [-0.876412, -10.642835, 24.107646], [-2.759247, -14.797579, 26.353343], [-1.984697, -15.568688, 24.955513], [-3.749869, -15.737308, 25.253151], [-2.680607, -11.529871, 26.119269], [9.091085, -23.431661, 28.279145], [9.006292, -22.117202, 29.067160], [8.535741, -20.843957, 28.295195], [7.028691, -20.755255, 28.071114], [6.355383, -20.829848, 29.423417], [6.678000, -22.153735, 30.176649], [8.142989, -22.186951, 30.315994], [8.504696, -23.208763, 31.301575], [6.054867, -22.027016, 31.596116], [6.143156, -23.380285, 29.465030], [10.475248, -21.762209, 29.544899], [9.959497, -23.408705, 27.610174], [8.212528, -23.470791, 27.661460], [9.138149, -24.267061, 28.939804], [8.978536, -19.950361, 28.730701], [8.992780, -20.937655, 27.316249], [6.676740, -21.574246, 27.455254], [6.827574, -19.787551, 27.565845], [5.247907, -20.907814, 29.313236], [6.555514, -20.020468, 30.111231], [6.227806, -22.942374, 32.165213], [6.506976, -21.195263, 32.114440], [4.959721, -21.879062, 31.497261], [6.454836, -24.227011, 30.072463], [5.044084, -23.436260, 29.530719], [6.453839, -23.509930, 28.420923], [11.097087, -21.697903, 28.655702], [10.914669, -22.581466, 30.128330], [10.450816, -20.801062, 30.045432], [9.058523, -22.708359, 31.906591], [8.042248, -16.912301, 28.621943], [8.952630, -16.557907, 27.410549], [9.298029, -17.924516, 26.699078], [9.973002, -17.669921, 25.343753], [9.095018, -16.996592, 24.419531], [8.685663, -15.607505, 24.946405], [8.200121, -15.744634, 26.409263], [7.664608, -14.472629, 26.938816], [9.884064, -14.612880, 24.886176], [7.516462, -15.142798, 24.094924], [10.092096, -15.749865, 27.939441], [7.148574, -17.429649, 28.321859], [7.807040, -15.996632, 29.188780], [8.676309, -17.545603, 29.248290], [9.833519, -18.545280, 27.420866], [8.322581, -18.384393, 26.569220], [10.237055, -18.670546, 24.986067], [10.926976, -17.166327, 25.481862], [8.178613, -17.540588, 24.238921], [9.567587, -16.879138, 23.469848], [9.943432, -14.210295, 23.858654], [9.481971, -13.874656, 25.588154], [10.839018, -15.020789, 25.160810], [6.720749, -15.871263, 24.190505], [7.122408, -14.181454, 24.454008], [7.777424, -15.045095, 23.032097], [10.917326, -16.311162, 28.381534], [9.784523, -15.091077, 28.758477], [10.546756, -15.153743, 27.187753], [6.688938, -14.577759, 26.932286], [6.124258, -24.115934, 21.561053], [6.727843, -25.395305, 22.197757], [7.742314, -25.784230, 21.114809], [8.726101, -26.841951, 21.663146], [9.469942, -26.336639, 22.886616], [8.424554, -25.933203, 24.014024], [7.564707, -24.992204, 23.327841], [6.737406, -24.305546, 24.291357], [7.653358, -27.113866, 24.772607], [9.279936, -25.145039, 25.036398], [5.702981, -26.477572, 22.530303], [5.915164, -24.332563, 20.507986], [6.881960, -23.356383, 21.715929], [5.238095, -23.830356, 22.124474], [7.163239, -26.103326, 20.225488], [8.260875, -24.888859, 20.793260], [9.392881, -27.114031, 20.856298], [8.225444, -27.799719, 21.934552], [10.089043, -25.461028, 22.657343], [10.173681, -27.124632, 23.180199], [8.399779, -27.636791, 25.369613], [6.993432, -26.601809, 25.475594], [7.098129, -27.858070, 24.206609], [8.758381, -24.885055, 25.966348], [10.071633, -25.871498, 25.271808], [9.772593, -24.257041, 24.603731], [6.141800, -27.475109, 22.474246], [4.829584, -26.500245, 21.870342], [5.323933, -26.367147, 23.559574], [5.942878, -24.799382, 24.565756], [4.201997, -13.380878, 26.380376], [4.869632, -14.320344, 27.290692], [4.522312, -13.713340, 25.394217], [3.084262, -13.442016, 26.373082], [4.641585, -12.346552, 26.542206], [4.909500, -13.912498, 28.171281], [3.151144, -17.400433, 28.913943], [2.832083, -18.751963, 29.014389], [2.744454, -16.945196, 27.996087], [2.705555, -16.937210, 29.805854], [4.225051, -17.199993, 28.889717], [2.994042, -19.121540, 28.144743], [3.882369, -21.200243, 19.324714], [2.761480, -20.288451, 19.573311], [3.767875, -21.509697, 18.292053], [4.848771, -20.699765, 19.429993], [3.817781, -22.113986, 19.961591], [2.770553, -19.939562, 20.471253], [0.006766, -17.731239, 19.686778], [-0.777626, -16.787779, 20.485531], [-0.642478, -18.449338, 19.162696], [0.530560, -17.154966, 18.910742], [0.750648, -18.268072, 20.297272], [-1.006335, -17.251851, 21.312680], [1.357789, -21.634744, 27.931637], [1.027012, -20.496864, 27.226639], [1.627189, -21.402581, 28.967453], [0.528562, -22.361702, 27.920386], [2.207569, -22.112520, 27.422095], [1.183295, -19.719624, 27.783877]], "forces_ev_per_a": [[-1.6, -1.2, -1.4], [0.7, -0.5, -1.6], [0.2, -0.1, 1.1], [0.4, 1.6, 1.8], [-0.1, 0.0, 0.5], [0.4, -0.1, -0.2], [-0.3, 0.3, 0.1], [0.1, 0.1, -0.2], [-0.1, 0.8, -1.3], [0.4, 0.8, 0.5], [-0.3, 0.1, 0.7], [0.0, -1.4, -0.3], [-0.2, -0.4, 0.5], [-0.2, -0.5, -0.2], [-0.3, 0.2, 0.3], [0.5, 0.3, 0.2], [1.0, 3.0, 1.9], [0.6, 2.0, -0.2], [1.4, -1.3, 1.0], [-2.4, -3.5, -1.9], [-0.3, -0.5, -0.2], [0.1, 0.5, 0.1], [-0.4, 0.4, 0.2], [-0.5, -0.6, -0.5], [0.8, 0.0, 0.0], [0.2, -2.7, -0.4], [1.1, 0.2, -0.3], [-1.0, 1.1, 0.4], [0.6, -1.0, -0.3], [-1.4, 0.7, 0.9], [0.2, -1.1, 0.0], [-0.2, 0.5, -0.4], [-0.5, -0.5, -0.9], [0.3, 0.9, 0.1], [-0.3, 0.8, 0.3], [0.1, 0.5, -0.4], [-0.3, -0.2, 0.1], [-0.4, 0.3, 0.1], [-0.2, -0.3, 0.6], [0.1, 0.0, 0.3], [-0.2, 0.3, -0.4], [-0.2, -0.5, 0.1], [-0.2, 0.0, 0.5], [0.2, 0.1, -0.1], [0.4, 0.2, 0.2], [0.2, -0.1, 0.5], [0.0, 0.4, 0.0], [-0.1, 0.1, -0.1], [-0.3, -0.3, -0.7], [0.3, -0.4, 0.0], [-0.1, 0.2, 0.1], [0.5, 0.2, -0.3], [0.0, 0.4, -0.1], [0.3, 0.1, 0.3], [1.3, -1.7, -2.1], [0.4, 0.9, 0.5], [-0.4, -0.3, -1.1], [0.3, 0.3, 0.7], [0.1, -0.8, -1.3], [-0.2, 1.0, -0.7], [-1.1, -1.7, 1.2], [1.7, 1.2, 1.0], [0.3, 0.8, 0.2], [-1.8, -0.9, 0.2], [-0.8, 0.4, -0.7], [-0.5, 0.9, 0.4], [-0.6, 0.4, 0.4], [-0.3, 0.3, 0.4], [0.1, -0.6, 0.2], [0.4, 0.2, 0.4], [0.3, 0.0, -0.4], [-0.4, 0.4, 0.3], [-0.4, 0.2, 0.4], [-0.1, 0.3, 0.2], [0.0, 0.2, 0.1], [0.5, -0.1, 0.1], [0.1, -0.5, -0.7], [0.2, 0.1, 0.3], [0.3, 0.1, 0.0], [-0.1, -0.6, 0.0], [0.3, 0.0, -0.2], [-0.2, 0.3, 0.0], [0.3, -0.3, 0.4], [0.6, -0.3, -0.2], [0.7, -0.5, -1.2], [-0.1, 2.8, 0.7], [0.3, -1.4, -0.8], [-0.7, 0.0, 0.1], [0.4, 0.1, 0.5], [-0.8, 0.7, -1.7], [-1.2, -2.1, 0.5], [0.6, 1.3, -1.3], [-0.6, -0.9, 1.2], [1.1, -1.0, 1.0], [0.0, -0.8, 0.3], [-0.5, -0.2, 0.3], [-0.3, -0.1, 0.8], [0.1, 0.0, -0.3], [0.4, -0.1, 0.4], [0.8, -0.4, -0.5], [0.1, 0.1, -0.1], [-0.5, 0.2, -0.1], [-0.2, 0.4, 0.1], [-0.1, 0.4, -0.3], [-0.1, 0.3, -0.7], [-0.1, 0.0, 0.0], [0.5, 0.2, -0.3], [0.0, -0.3, 0.0], [0.1, -0.2, 0.6], [0.1, 0.1, 0.4], [0.1, 0.1, 0.0], [0.0, 0.4, 0.4], [0.1, 0.2, -0.2], [-0.1, 0.7, 0.4], [0.5, -0.3, 1.3], [-0.3, 0.0, -0.6], [0.0, -1.2, 1.3], [-0.8, -0.3, -2.0], [1.0, -1.1, 0.6], [0.8, -0.1, 0.2], [0.4, 1.7, 1.7], [-0.5, -0.4, -1.4], [-0.3, 0.9, -1.5], [-0.4, -0.7, 0.6], [-1.5, 0.6, 0.2], [-0.6, -0.1, -0.3], [-0.4, -0.2, 0.2], [-0.3, 0.6, -0.3], [0.2, 0.0, -0.5], [0.0, 0.4, -0.1], [0.1, -0.1, 0.2], [0.5, -0.4, 0.3], [-0.1, 0.2, 0.4], [0.1, 0.1, -0.3], [-0.5, 0.0, 0.1], [0.2, 0.1, 0.6], [0.2, -0.2, -0.1], [0.2, 0.2, -0.3], [0.1, 0.2, 0.2], [0.0, 0.5, -0.1], [0.2, 0.0, -0.3], [0.4, -0.6, -0.2], [0.6, 0.2, -0.2], [0.2, -0.1, 0.2], [-0.2, 1.6, -0.6], [1.1, 0.4, 2.1], [0.1, -1.6, -0.7], [0.6, 1.1, 0.8], [-1.7, -1.5, 0.1], [0.5, 0.9, 0.1], [0.5, 0.6, 0.4], [0.1, 0.3, -1.6], [-0.4, -0.7, -1.0], [-0.9, -0.6, 0.4], [-1.1, -0.9, -0.6], [-0.1, -0.1, 0.2], [-0.3, -0.5, -0.4], [0.0, -0.6, 0.5], [-0.4, 0.0, 0.3], [0.4, 0.1, -0.4], [0.0, -0.1, -0.3], [-0.2, -0.6, 0.2], [0.5, 0.5, -0.1], [0.3, 0.5, -0.1], [0.0, 0.1, 0.0], [0.1, 0.3, 0.2], [0.6, 0.0, 0.1], [0.3, -0.4, -0.3], [0.2, 0.3, -0.3], [-0.1, 0.1, 0.5], [0.1, 0.3, -0.2], [-0.2, 0.4, 0.2], [0.2, 0.0, 0.4], [0.0, 0.0, 0.1], [1.1, 0.9, -0.3], [-1.4, 0.0, -0.3], [-0.2, 2.2, 0.4], [1.3, -2.8, 2.0], [-1.3, 1.6, 0.0], [0.8, -0.2, 1.1], [-1.6, -0.5, -1.2], [1.0, -1.2, -0.5], [-2.1, 0.2, -0.7], [-0.2, 0.7, 0.3], [1.3, 0.0, 1.2], [-0.4, -0.3, -0.1], [-0.1, -0.4, -0.2], [-0.3, -0.1, 0.2], [0.4, 0.2, -0.3], [-0.2, -0.3, -0.3], [0.1, 0.1, -0.4], [0.1, 0.3, 0.1], [-0.3, -0.5, 0.0], [0.3, 0.3, -0.9], [0.1, 0.0, 0.5], [0.9, 0.6, -0.2], [0.3, -0.2, 0.3], [-0.3, -0.2, 0.0], [0.2, -0.1, -0.2], [0.1, -0.1, 0.3], [-0.1, -0.5, 0.0], [-0.2, 0.1, -0.3], [0.3, 0.6, -0.6], [0.5, -0.3, -0.1], [-0.4, -0.8, 1.3], [0.5, 0.7, -1.3], [-0.3, -1.7, 0.4], [-0.5, -0.2, -0.7], [-0.9, -0.5, 0.2], [1.0, -0.7, -0.2], [-1.3, 1.1, 0.6], [0.2, 0.5, 0.1], [1.3, 1.1, -0.1], [0.1, -0.9, 0.2], [-0.3, -0.3, 0.1], [-0.1, 0.4, 0.3], [0.0, 0.4, -0.4], [-0.3, 0.3, -0.3], [0.4, -0.3, 0.4], [0.4, 0.2, 0.1], [0.5, -0.1, -0.1], [0.0, 0.7, -0.2], [-0.3, 0.0, 0.0], [-0.3, 0.1, 0.5], [0.0, -0.1, 0.1], [-0.1, -0.2, 0.0], [0.2, 0.3, -0.2], [0.1, 0.0, -0.4], [0.0, 0.4, 0.3], [-0.5, -0.3, 0.1], [0.0, 0.1, 0.0], [0.2, 0.4, 0.0], [0.0, 0.0, -0.4], [0.4, -0.4, -0.4], [0.9, 0.1, 0.2], [-0.9, 0.8, -0.1], [0.0, 0.1, -0.1], [0.9, 0.2, 0.6], [-1.0, -1.1, -0.2], [-0.1, -0.2, -0.4], [-0.2, 1.4, 0.2], [-0.2, -1.1, -0.4], [-0.1, 0.0, 0.3], [0.3, 0.2, -0.4], [0.1, -0.2, 0.2], [0.3, -0.4, -0.1], [-1.1, 0.3, 0.5], [0.7, -0.8, -0.6], [0.0, -0.1, -0.1], [-0.1, 0.0, 0.2], [0.1, 0.7, -0.3], [0.3, 0.0, 0.3], [-0.5, 0.8, 0.3], [0.6, -1.2, -0.5], [0.1, 0.1, 0.2], [-0.1, -0.1, 0.4], [-0.2, 0.2, -0.2], [0.1, 0.3, -0.1], [0.5, -1.5, 0.5], [-0.5, 1.8, -0.7], [0.0, -0.2, -0.1], [0.2, 0.3, 0.1], [0.0, -0.1, 0.3], [-0.3, -0.3, -0.1]], "lowdin_charge": [-0.73, 0.04, 0.13, 0.17, 0.10, 0.10, 0.06, 0.09, -0.63, 0.00, 0.19, 0.20, 0.12, 0.04, 0.08, 0.08, -0.73, 0.02, 0.18, 0.20, 0.12, 0.09, 0.13, 0.13, -0.02, -0.54, -0.13, -0.16, -0.18, -0.49, -0.09, -0.04, -0.01, -0.03, -0.03, 0.08, 0.08, 0.08, 0.11, 0.10, 0.10, 0.11, 0.11, 0.12, 0.07, 0.09, 0.07, 0.09, 0.08, 0.07, 0.07, 0.10, 0.09, 0.11, -0.01, -0.50, -0.12, -0.17, -0.13, -0.50, -0.03, -0.07, -0.01, -0.05, -0.01, 0.07, 0.07, 0.09, 0.12, 0.10, 0.11, 0.09, 0.11, 0.10, 0.08, 0.08, 0.07, 0.07, 0.09, 0.08, 0.08, 0.05, 0.09, 0.04, -0.04, -0.47, -0.10, -0.17, -0.16, -0.58, -0.02, -0.07, -0.01, -0.05, -0.03, 0.07, 0.09, 0.06, 0.11, 0.11, 0.11, 0.10, 0.11, 0.13, 0.04, 0.09, 0.09, 0.09, 0.09, 0.09, 0.06, 0.09, 0.08, 0.03, -0.04, -0.54, -0.12, -0.19, -0.14, -0.50, -0.07, -0.05, 0.01, -0.03, -0.01, 0.08, 0.08, 0.09, 0.13, 0.11, 0.12, 0.09, 0.13, 0.11, 0.07, 0.07, 0.05, 0.08, 0.06, 0.08, 0.09, 0.04, 0.09, 0.10, -0.03, -0.44, -0.14, -0.17, -0.13, -0.53, -0.08, -0.03, -0.03, -0.03, -0.03, 0.09, 0.04, 0.08, 0.09, 0.11, 0.10, 0.09, 0.12, 0.12, 0.08, 0.08, 0.09, 0.09, 0.09, 0.06, 0.08, 0.08, 0.08, 0.09, -0.03, -0.49, -0.10, -0.19, -0.17, -0.45, -0.05, -0.05, -0.02, -0.03, -0.04, 0.05, 0.08, 0.08, 0.11, 0.09, 0.10, 0.12, 0.10, 0.10, 0.08, 0.08, 0.06, 0.06, 0.08, 0.08, 0.09, 0.09, 0.05, 0.05, -0.02, -0.52, -0.14, -0.17, -0.12, -0.46, -0.10, -0.07, 0.00, -0.04, -0.01, 0.09, 0.07, 0.07, 0.13, 0.11, 0.10, 0.11, 0.11, 0.12, 0.08, 0.07, 0.06, 0.06, 0.09, 0.08, 0.07, 0.09, 0.08, 0.09, -0.10, -0.16, 0.05, 0.08, 0.11, 0.09, -0.16, -0.12, 0.08, 0.09, 0.07, 0.04, -0.11, -0.16, 0.08, 0.07, 0.07, 0.01, -0.13, -0.16, 0.07, 0.08, 0.06, 0.02, -0.18, -0.13, 0.09, 0.08, 0.07, 0.06], "homo_lumo_gap_ev": 7.83}